# 1
78
Properties=species:S:1:pos:R:3:forces:R:3 method="wB97M-V/def2-TZVPD" gap_ev="7.4 / 7.4" total_charge=+3 multiplicity=3 s2=2.02
Mn -0.552 0.189 1.049 0.168 -0.161 -0.022
N 0.240 1.409 2.514 -0.075 0.255 -0.106
C 0.626 0.664 3.749 0.007 -0.014 0.071
C -0.134 -0.650 3.765 0.052 -0.045 0.041
N -0.032 -1.289 2.423 -0.121 0.050 -0.017
C 1.359 -1.758 2.142 -0.014 -0.044 -0.019
C 1.583 -1.776 0.645 0.067 -0.014 0.005
N 1.186 -0.437 0.122 0.025 0.068 -0.050
C -0.983 -2.442 2.287 0.001 0.003 -0.040
C -2.233 -1.994 1.562 -0.032 -0.017 0.036
N -1.783 -1.294 0.321 0.005 0.004 -0.152
H 0.968 2.071 2.246 -0.026 -0.043 0.024
H -0.579 1.982 2.728 0.100 -0.046 -0.033
H 0.400 1.248 4.641 0.000 -0.040 -0.034
H 1.704 0.516 3.735 -0.037 -0.012 0.025
H -1.194 -0.476 3.961 -0.001 0.022 0.000
H 0.245 -1.318 4.544 -0.002 0.024 -0.022
H 1.517 -2.745 2.584 0.015 0.041 -0.016
H 2.070 -1.081 2.613 -0.012 0.001 -0.040
H 0.962 -2.525 0.151 0.021 0.017 0.032
H 2.623 -2.005 0.405 -0.070 -0.006 0.029
H 1.101 -0.475 -0.894 0.017 -0.013 0.078
H 1.941 0.229 0.296 -0.046 -0.076 -0.037
H -1.203 -2.870 3.266 -0.028 0.034 -0.012
H -0.486 -3.220 1.704 -0.031 -0.001 0.032
H -2.809 -1.272 2.142 0.033 -0.064 -0.003
H -2.882 -2.840 1.332 0.057 0.020 0.004
H -2.599 -0.889 -0.140 0.070 -0.049 0.018
H -1.397 -1.971 -0.338 -0.031 0.051 0.067
C -3.456 6.395 -5.656 -0.010 0.008 0.004
C -2.817 5.474 -4.666 0.000 0.023 0.037
C -2.786 5.785 -3.310 0.015 -0.063 0.028
C -2.181 4.960 -2.371 -0.100 0.045 -0.150
C -2.265 5.347 -0.927 0.020 -0.035 0.089
C -1.586 3.789 -2.853 0.108 -0.093 0.044
Te -0.292 2.614 -1.728 0.041 -0.001 -0.032
N -1.164 1.608 -0.202 -0.005 0.128 0.005
C -2.322 1.693 0.458 -0.010 -0.124 0.106
O -2.275 0.983 1.539 -0.056 -0.029 0.080
C -3.561 2.351 0.076 -0.073 0.108 0.008
C -4.362 2.901 1.083 0.026 0.007 -0.048
C -5.545 3.531 0.744 0.010 -0.010 -0.010
C -5.948 3.579 -0.586 0.017 -0.022 -0.046
C -5.175 2.995 -1.583 -0.045 0.029 0.060
C -3.977 2.385 -1.256 0.011 -0.041 -0.035
C 0.710 4.055 -0.579 -0.078 -0.024 0.067
C 0.392 4.266 0.760 0.026 0.002 0.030
C 1.090 5.215 1.484 -0.011 -0.026 -0.046
C 2.096 5.946 0.858 -0.008 -0.022 -0.017
C 2.386 5.735 -0.477 0.008 -0.017 0.022
C 1.699 4.783 -1.235 0.042 0.015 0.046
C 2.016 4.635 -2.695 0.005 -0.045 -0.053
C -1.620 3.406 -4.210 -0.145 0.133 -0.066
C -1.041 2.120 -4.741 0.014 -0.060 -0.044
C -2.244 4.274 -5.089 0.053 -0.087 0.056
H -4.039 7.171 -5.166 -0.003 0.012 -0.003
H -4.105 5.845 -6.336 0.002 0.003 -0.018
H -2.688 6.880 -6.262 -0.007 -0.001 -0.006
H -3.266 6.692 -2.965 -0.013 0.038 0.010
H -3.291 5.632 -0.692 -0.004 0.026 0.020
H -1.625 6.203 -0.710 0.030 0.009 0.027
H -1.998 4.534 -0.255 -0.020 0.049 -0.040
H -4.048 2.846 2.116 0.012 -0.005 0.030
H -6.161 3.973 1.513 -0.018 0.011 0.025
H -6.883 4.057 -0.845 -0.020 0.017 -0.006
H -5.514 3.005 -2.609 -0.009 -0.006 -0.028
H -3.401 1.896 -2.032 0.032 0.020 0.020
H -0.436 3.739 1.216 -0.015 -0.016 0.008
H 0.839 5.408 2.518 -0.012 0.008 0.043
H 2.644 6.694 1.413 0.021 0.032 0.023
H 3.161 6.320 -0.955 0.029 0.022 -0.019
H 3.084 4.746 -2.870 0.007 0.016 -0.024
H 1.503 5.403 -3.277 -0.023 0.009 -0.027
H 1.731 3.663 -3.114 0.025 0.026 0.017
H -1.341 1.252 -4.147 0.002 0.006 -0.028
H 0.050 2.142 -4.794 -0.003 0.006 0.013
H -1.401 1.950 -5.753 0.018 -0.024 0.010
H -2.293 4.007 -6.137 0.001 -0.005 -0.038

---

# 2
47
Properties=species:S:1:pos:R:3:forces:R:3 method="wB97M-V/def2-TZVPD" gap_ev=5.2 total_charge=+1
C 5.424 1.201 1.850 0.765 -0.156 0.021
C 4.068 0.612 1.832 -0.171 -0.403 -0.037
C 2.962 1.452 1.877 -0.658 1.047 0.050
F 3.202 2.803 1.918 -0.317 -1.266 0.045
C 1.659 1.010 1.899 0.250 -0.173 -0.128
C 1.400 -0.391 1.784 0.894 0.236 0.156
C 0.121 -0.986 1.728 0.054 0.262 0.091
C -1.156 -0.384 1.744 -0.997 0.251 -0.185
C -1.412 1.018 1.651 -0.200 -0.190 0.072
C -2.709 1.467 1.741 0.603 1.042 -0.069
F -2.943 2.820 1.718 0.305 -1.264 -0.083
C -3.817 0.634 1.842 0.174 -0.357 0.043
C -5.169 1.231 1.885 -0.761 -0.136 0.016
C -3.583 -0.750 1.886 -0.098 0.150 0.025
C -2.296 -1.243 1.845 0.684 -0.067 -0.037
C 2.539 -1.256 1.753 -0.663 -0.073 -0.015
C 3.828 -0.772 1.786 0.137 0.187 -0.013
H 6.166 0.401 1.855 0.022 0.114 -0.006
H 5.609 1.830 0.972 -0.161 -0.052 0.136
H 5.592 1.825 2.735 -0.167 -0.059 -0.155
H 0.862 1.732 2.013 0.622 -0.089 0.066
H 0.117 -2.079 1.719 0.013 0.242 -0.065
H -0.617 1.735 1.494 -0.636 -0.104 -0.086
H -5.916 0.437 1.915 -0.019 0.111 0.003
H -5.313 1.863 2.769 0.161 -0.056 -0.145
H -5.369 1.855 1.007 0.157 -0.059 0.151
H -4.436 -1.428 1.955 0.309 0.209 -0.015
H -2.111 -2.316 1.889 -0.154 0.234 0.004
H 2.347 -2.328 1.713 0.169 0.214 -0.061
H 4.681 -1.453 1.775 -0.312 0.202 -0.016
C -1.909 -1.985 -1.963 0.111 0.118 0.202
C -0.816 -1.167 -2.616 0.374 0.178 0.513
N 0.164 -0.765 -1.885 -0.123 -0.441 -0.245
C 1.255 -0.076 -2.576 0.108 -0.111 0.309
C 0.839 0.682 -3.819 -0.326 0.455 -0.026
C 0.047 -0.229 -4.740 0.227 -0.184 0.043
N -0.960 -0.909 -3.941 -0.528 -0.390 -0.392
H -2.735 -2.219 -2.639 0.097 0.028 0.112
H -1.481 -2.914 -1.567 -0.076 0.125 -0.256
H -2.284 -1.434 -1.095 -0.077 -0.014 -0.200
H 1.668 0.609 -1.827 0.302 -0.036 -0.291
H 2.040 -0.793 -2.880 -0.192 0.096 0.403
H 0.200 1.521 -3.528 0.083 0.043 -0.058
H 1.714 1.076 -4.341 -0.095 0.022 0.044
H -0.448 0.340 -5.532 0.085 -0.116 0.088
H 0.736 -0.953 -5.203 -0.252 0.089 -0.001
H -1.760 -1.322 -4.398 0.280 0.142 -0.006

---

# 3
16
Properties=species:S:1:pos:R:3:forces:R:3 method="wB97M-V/def2-TZVPD" smiles="C[C@@H](N)C(=O)O.O" gap_ev=10.6
C -0.125 1.834 -0.943 -0.613 0.411 0.159
C 0.556 0.807 -0.048 0.092 0.719 -1.198
N -0.104 0.563 1.224 -0.326 -0.097 0.758
C 0.641 -0.588 -0.709 0.106 -0.826 1.996
O 1.549 -1.324 -0.397 0.482 0.235 -0.497
O -0.493 -1.111 -1.208 -0.456 0.915 0.113
H 0.355 2.036 -1.903 0.035 -0.663 -0.112
H -1.148 1.470 -1.071 0.034 0.270 -0.434
H -0.176 2.842 -0.517 -0.027 -0.279 0.509
H 1.565 1.148 0.180 0.112 -0.366 -0.050
H 0.173 1.221 1.942 0.321 -0.059 -0.154
H -1.117 0.602 1.231 0.006 0.008 -0.645
H -0.697 -1.867 -0.581 0.087 -0.140 -0.762
O -0.542 -2.847 0.778 -0.233 0.232 0.053
H 0.393 -2.638 0.640 0.346 -0.223 0.083
H -0.829 -2.149 1.383 0.035 -0.138 0.180

---

ΔE to the lowest compared entry with this formula, charge and spin / eV: 0.000, 0.548, 1.012